98
Properties=species:S:1:pos:R:3:forces:R:3:mulliken_charge:R:1 method="wB97M-V/def2-TZVPD" multiplicity=1 charge=-1 gap_ev=4.718 e_homo_ha=-0.0979
La -1.740132 0.413467 0.840004 0.617 0.678 -1.517 1.675
C 3.193195 -0.354500 1.501689 -0.080 0.270 0.774 -1.050
N 2.576164 0.955434 1.537719 -1.189 -0.081 0.332 1.423
C 1.725280 1.107016 2.750221 -0.594 -0.604 -0.887 -0.800
C 0.718211 2.281643 2.742705 0.758 0.498 -0.044 0.471
C -0.422506 2.141964 3.753557 0.652 -0.182 0.372 -1.159
N -1.547519 1.327255 3.281574 -1.409 -0.607 1.927 0.426
C -2.263641 0.805439 4.259004 2.684 0.997 -0.936 -0.304
C -3.406456 -0.038405 4.187032 -0.697 -0.382 -1.224 0.600
C -3.704752 -0.839057 5.300627 -0.676 -0.042 -0.135 -0.796
C -4.806287 -1.674209 5.261859 0.036 -0.245 0.135 -0.616
C -5.595591 -1.755647 4.104693 0.279 0.180 -0.269 -0.377
C -5.321774 -0.992952 2.974051 -0.027 -0.200 0.499 -0.479
C -4.173482 -0.150087 2.961344 0.173 -0.285 -0.709 0.362
O -3.787778 0.389298 1.810988 -1.020 -0.367 1.821 -0.944
C 3.439363 2.072307 1.347076 0.831 0.535 -0.243 -1.019
C 4.240741 2.114927 0.029962 -0.300 0.107 -0.136 -1.350
C 3.374802 2.032342 -1.244981 -0.988 -0.279 0.277 -0.161
N 2.440784 3.162265 -1.321732 -0.012 0.077 0.449 -0.659
C 1.216104 2.969897 -1.025779 -0.052 0.475 0.750 -0.169
C 0.239584 4.079558 -0.800528 -0.340 0.401 0.119 0.529
C 0.567244 5.430134 -1.105313 -1.427 -1.191 -0.079 -0.632
C -0.391336 6.427855 -0.992121 -0.489 -0.230 0.709 -0.668
C -1.673740 6.117597 -0.461052 0.589 -0.164 -0.612 -0.445
C -2.010910 4.822809 -0.109491 0.257 0.287 0.132 -0.674
C -1.040139 3.789521 -0.213512 0.341 0.026 0.147 -0.095
O -1.316805 2.611208 0.310120 0.162 0.251 -0.227 0.225
H 4.018251 -0.415079 2.241173 -0.191 -0.220 0.193 0.284
H 3.663686 -0.587878 0.555882 -0.209 0.107 -0.521 0.281
H 2.392065 -1.070836 1.723738 0.526 -0.161 -0.130 0.088
H 2.329765 1.162678 3.676635 0.014 -0.022 -0.120 0.095
H 1.116327 0.191011 2.777338 0.377 0.108 0.241 0.142
H 0.268576 2.499298 1.757497 0.383 -0.273 0.253 -0.816
H 1.280856 3.189976 3.019088 -0.307 -0.122 -0.150 0.518
H -0.722635 3.163519 4.025795 -0.396 -0.291 -0.173 0.317
H -0.067484 1.659416 4.681825 0.216 0.327 -0.137 0.514
H -1.847322 0.940468 5.286133 -0.440 0.048 -0.476 0.194
H -3.059298 -0.842632 6.185188 -0.214 0.259 -0.330 0.345
H -5.056056 -2.294660 6.118398 0.113 0.039 -0.137 0.367
H -6.385104 -2.504130 4.070103 -0.070 0.307 0.033 0.366
H -5.963630 -1.093130 2.085444 0.574 0.179 0.358 0.444
H 4.158136 2.191012 2.199134 -0.157 -0.044 -0.236 0.410
H 2.807275 2.948817 1.330084 -0.118 0.427 0.159 0.393
H 5.016612 1.343170 0.017009 -0.120 -0.089 -0.105 0.353
H 4.764142 3.075295 -0.010149 0.015 -0.014 0.181 0.487
H 2.819072 1.078264 -1.245605 0.122 0.054 -0.039 -0.107
H 3.998939 2.071891 -2.131770 0.274 -0.062 -0.097 0.561
H 0.806596 1.975447 -0.796118 0.277 -0.005 -0.136 0.433
H 1.538952 5.569113 -1.518285 0.595 0.412 -0.212 0.531
H -0.200368 7.462769 -1.248131 0.242 -0.075 -0.071 0.369
H -2.411910 6.913579 -0.375059 0.109 -0.136 0.019 0.378
H -3.008264 4.601247 0.303852 0.657 -0.054 -0.224 0.365
N -2.741380 -1.861647 -0.164603 -0.225 -0.523 -0.555 -0.297
C -2.134291 -3.184285 0.170762 -0.234 -0.039 0.515 -0.797
C -1.479188 -3.301390 1.570279 -0.160 0.120 -0.017 -0.747
C -0.167528 -2.513225 1.709754 0.165 0.046 0.010 0.211
O 0.932678 -3.104677 1.733967 -1.189 0.691 0.138 -0.863
O -0.346089 -1.235160 1.800866 0.485 -0.962 0.112 0.031
H -3.704545 -1.836177 0.195402 0.429 0.066 -0.152 0.248
H -2.843623 -1.813492 -1.201857 0.140 0.107 0.872 -0.036
H -1.422628 -3.435586 -0.590798 0.527 0.090 -0.374 0.321
H -2.899953 -3.948349 0.117858 -0.305 -0.267 0.028 0.492
H -1.314122 -4.359818 1.821032 0.068 0.289 -0.327 0.432
H -2.187998 -2.921218 2.317864 0.076 0.062 -0.042 0.162
Cl -4.608704 0.597779 -1.841677 -0.495 0.649 1.199 -0.174
C -3.654772 0.041476 -3.137147 1.867 -0.440 -0.653 0.263
C -4.112327 -1.052689 -3.820087 -0.442 -0.710 -0.809 -0.315
C -3.347749 -1.649883 -4.834874 -0.265 -0.618 -0.070 -0.681
C -2.091925 -1.109240 -5.138083 -0.167 0.784 0.092 -0.382
C -1.641338 0.039469 -4.505451 -0.198 -0.527 0.519 -0.773
C -2.286137 0.534034 -3.307182 -0.646 0.379 -0.157 0.637
C -1.669062 1.437148 -2.445890 -0.659 -0.711 0.927 -0.811
H -5.103623 -1.472593 -3.575508 0.516 0.351 -0.153 0.311
H -3.754653 -2.485423 -5.429355 0.279 0.406 0.530 0.314
H -1.480983 -1.576566 -5.900596 -0.055 0.133 -0.244 0.375
H -0.755095 0.581679 -4.831127 0.080 -0.403 0.143 0.433
H -2.214687 1.914334 -1.633653 -0.074 0.024 -0.514 0.154
H -0.606624 1.604950 -2.448151 0.162 0.136 -0.468 -0.161
C 4.688185 -3.623193 -0.400576 0.638 -0.731 -0.058 -0.723
C 3.392152 -4.417461 -0.602241 0.071 0.199 0.926 -0.928
N 2.245556 -3.546411 -0.666800 -0.626 0.804 -0.381 0.097
C 1.947437 -2.715187 -1.702090 -0.286 -0.988 0.302 -0.206
S 0.598622 -1.705448 -1.602316 0.156 0.364 -0.085 -0.083
N 2.670438 -2.850347 -2.841456 0.578 -0.210 -0.041 0.032
C 2.498256 -2.008817 -4.019752 0.181 -0.398 -1.143 -0.268
C 3.768952 -1.185257 -4.303446 -0.367 0.358 -0.430 -1.058
H 5.525890 -4.308589 -0.135510 -0.475 0.429 -0.176 0.372
H 4.551643 -2.915683 0.421903 0.022 -0.068 -0.161 0.129
H 4.981200 -3.081971 -1.306390 -0.056 0.067 0.215 0.267
H 3.261259 -5.082241 0.265178 -0.138 0.294 -0.195 0.418
H 3.401048 -5.090267 -1.453537 0.237 -0.053 -0.396 0.412
H 1.688526 -3.341818 0.184337 0.507 -0.330 -0.329 0.047
H 3.450029 -3.530976 -2.880859 -0.947 0.822 0.182 0.259
H 1.628622 -1.349599 -3.910154 0.251 -0.349 0.327 0.100
H 2.269721 -2.683134 -4.905468 0.292 0.745 0.897 0.247
H 4.076034 -0.575433 -3.438111 -0.307 -0.170 -0.271 0.171
H 3.604972 -0.517059 -5.183289 0.076 -0.413 0.696 0.369
H 4.602001 -1.836265 -4.560085 0.159 -0.131 0.002 0.374

64
Properties=species:S:1:pos:R:3:forces:R:3:nbo_charge:R:1 method="wB97M-V/def2-TZVPD" multiplicity=1 smiles="CC1(C)CCC[C@@H](C(=O)NC[C@@H]2CC[C@]3(CO2)C[C@H](NC(=O)CS(N)(=O)=O)C3)C1" gap_ev=9.777 e_homo_ha=-0.3394
C -5.823179 3.562402 2.866912 0.114 0.428 -0.167 -0.603
C -4.471469 4.078102 2.325532 0.253 -0.725 0.405 -0.030
C -4.561679 5.578352 1.951812 -0.111 -0.467 0.140 -0.621
C -3.397349 3.824672 3.421352 0.391 0.609 -0.393 -0.403
C -1.959959 4.137352 2.937322 -0.476 -0.230 -0.150 -0.394
C -1.611049 3.355672 1.646732 -0.605 1.134 0.553 -0.393
C -2.686789 3.601112 0.547142 -0.105 -1.911 0.195 -0.308
C -2.339359 2.757362 -0.697178 0.394 1.408 -0.455 0.693
O -1.991959 3.309482 -1.736738 -0.108 -0.191 0.114 -0.648
N -2.394319 1.422882 -0.594548 -0.132 -1.128 0.057 -0.615
C -2.011689 0.495942 -1.664558 0.476 0.030 0.353 -0.225
C -0.484849 0.281792 -1.763388 0.009 -0.407 -0.457 0.091
C -0.101259 -0.618538 -2.960418 0.063 0.237 0.186 -0.428
C 1.398081 -0.973968 -2.960998 -0.364 0.446 0.629 -0.380
C 1.860491 -1.465268 -1.572858 -0.095 0.222 -1.306 -0.061
C 1.398451 -0.462798 -0.476298 -0.221 -0.753 -0.933 -0.057
O -0.016579 -0.318888 -0.552288 -0.184 0.168 0.325 -0.548
C 1.526121 -2.946488 -1.275468 -0.927 0.382 1.230 -0.416
C 2.900501 -3.049918 -0.601848 0.317 -0.948 -0.883 -0.041
N 3.602331 -4.307598 -0.821888 -0.175 0.449 -0.227 -0.596
C 3.986121 -5.157608 0.131372 -0.257 0.596 1.116 0.653
O 3.808961 -4.960138 1.326982 0.107 -0.193 -0.369 -0.615
C 4.632081 -6.428998 -0.337728 1.337 -0.253 0.062 -0.730
S 6.223051 -6.228288 -1.235868 1.001 -0.020 -0.300 2.239
N 7.239771 -5.431718 -0.131518 -0.914 -0.472 -0.800 -1.059
O 6.812071 -7.549888 -1.424348 -1.036 1.342 0.176 -0.926
O 6.024211 -5.318798 -2.362108 -0.095 -0.959 1.121 -0.948
C 3.345481 -1.887748 -1.499728 0.299 0.895 1.010 -0.409
C -4.080569 3.184472 1.110652 0.285 1.608 0.226 -0.396
H -5.786839 2.505062 3.133272 0.172 -0.034 -0.047 0.206
H -6.127079 4.109662 3.760092 0.043 0.079 0.059 0.208
H -6.618499 3.684182 2.130272 -0.015 0.034 -0.102 0.207
H -3.614359 6.009782 1.634682 0.081 -0.131 -0.006 0.211
H -5.273699 5.737852 1.141332 -0.066 -0.086 -0.063 0.212
H -4.904349 6.170692 2.800782 -0.044 -0.075 0.123 0.212
H -3.622829 4.417192 4.309692 -0.044 0.144 0.032 0.208
H -3.435329 2.785222 3.753632 -0.107 -0.169 -0.154 0.197
H -1.840209 5.208152 2.768762 -0.077 0.081 -0.076 0.196
H -1.246459 3.886092 3.723742 0.019 -0.086 0.011 0.209
H -0.627659 3.700382 1.320002 0.007 -0.344 -0.196 0.219
H -1.578409 2.306112 1.947552 0.124 -0.140 -0.406 0.194
H -2.695199 4.627122 0.179802 0.063 -0.056 0.196 0.237
H -2.614479 1.027832 0.303942 0.062 -0.051 -0.066 0.397
H -2.492729 -0.463978 -1.473378 0.030 -0.023 0.164 0.204
H -2.402199 0.845542 -2.623768 0.208 0.206 0.139 0.226
H -0.029859 1.268922 -1.880868 0.173 0.109 0.011 0.182
H -0.692119 -1.534908 -2.926958 -0.087 -0.120 0.174 0.200
H -0.365729 -0.125418 -3.896948 -0.010 0.115 -0.009 0.217
H 1.607981 -1.715358 -3.733998 0.012 -0.149 0.120 0.207
H 1.976081 -0.089848 -3.237288 0.061 0.175 0.053 0.203
H 1.651171 -0.810728 0.525642 -0.222 -0.138 0.016 0.193
H 1.891701 0.504042 -0.595808 0.073 0.167 -0.261 0.174
H 0.663741 -3.128828 -0.632668 -0.084 -0.066 -0.043 0.217
H 1.422781 -3.557558 -2.174638 0.252 0.124 -0.030 0.207
H 2.868381 -2.797058 0.465062 0.168 -0.286 -0.391 0.239
H 3.793631 -4.564098 -1.777628 0.099 0.112 -0.074 0.408
H 4.897011 -6.977708 0.560782 0.016 -0.188 -0.028 0.274
H 3.969061 -7.024318 -0.953978 0.066 -0.104 -0.331 0.261
H 8.022351 -6.047568 0.084272 -0.188 0.233 -0.066 0.410
H 7.523261 -4.540868 -0.535608 -0.008 -0.233 0.165 0.407
H 3.752881 -2.203258 -2.463288 -0.210 -0.125 0.040 0.214
H 4.038671 -1.176808 -1.048748 0.124 0.079 -0.062 0.209
H -4.082139 2.150342 1.462932 0.016 -0.053 -0.186 0.195
H -4.854209 3.331182 0.353292 0.053 -0.298 -0.167 0.215

29
Properties=species:S:1:pos:R:3:forces:R:3:nbo_charge:R:1 method="wB97M-V/def2-TZVPD" multiplicity=1 charge=+2 gap_ev=6.722 e_homo_ha=-0.5702
C -2.918829 1.634043 -1.280822 2.516 2.049 0.760 -0.358
C -2.048519 2.682124 -1.275795 -0.798 -3.019 0.515 -0.394
H -3.280001 1.298291 -0.342254 -1.149 -0.177 0.434 0.195
H -2.979468 1.042096 -2.146202 -0.598 -0.698 -0.951 0.193
H -1.372719 2.712828 -2.092548 0.232 1.052 -0.906 0.188
H -1.784035 3.131862 -0.341030 -0.102 0.734 0.199 0.187
Sc 0.922365 -1.239475 -0.408127 -1.863 0.264 -1.371 1.945
C 0.599946 -2.222634 -2.741202 -0.105 0.019 1.717 -0.234
C 0.201446 -0.873604 -2.870226 0.127 0.675 -1.086 -0.334
C 2.414845 -0.840618 -2.267484 0.178 -0.964 0.657 -0.369
C 1.933477 -2.214603 -2.220733 0.103 0.561 -0.137 -0.452
H -0.701785 -0.467004 -3.364471 0.407 -0.604 0.738 0.286
H 1.352052 1.034435 -2.972840 0.234 -0.748 0.508 0.281
H 3.408352 -0.507066 -1.989255 0.017 -0.103 -0.222 0.275
C 1.362798 -0.038178 -2.703655 -0.989 0.424 0.405 -0.249
H 2.484538 -3.063090 -1.824825 0.159 -0.077 -0.529 0.277
H -0.063801 -3.089739 -2.825785 0.379 0.305 -0.071 0.282
C -0.672308 -0.150461 4.519733 0.193 0.705 0.846 -0.295
O -1.000634 -0.943081 3.373038 0.097 -0.689 -1.709 -0.412
C -0.424349 -0.691458 2.221292 -0.739 -0.500 1.012 0.926
O -0.601321 -1.398999 1.199948 0.897 0.080 -0.268 -0.722
N 0.374873 0.377817 2.193222 1.014 0.384 -1.693 -0.468
N 1.094156 0.622137 0.942810 0.274 0.699 1.461 -0.741
H -1.288558 -0.553991 5.350717 0.544 0.387 -0.638 0.275
H -0.929404 0.914836 4.306783 0.014 -0.744 0.429 0.207
H 0.419494 -0.255812 4.742139 -0.880 -0.018 0.064 0.200
H 0.638049 0.823702 3.056343 0.323 0.501 -0.194 0.442
H 0.763232 1.533211 0.558231 0.255 -0.712 0.252 0.446
H 2.096096 0.742420 1.202987 -0.740 0.212 -0.220 0.422

16
Properties=species:S:1:pos:R:3:forces:R:3:nbo_charge:R:1 method="wB97M-V/def2-TZVPD" multiplicity=1 gap_ev="6.514 / 6.500" e_homo_ha="-0.3118 / -0.3104"
C -1.372548 -0.543331 1.074858 -0.261 -0.264 -1.631 -0.145
C -1.824634 -0.521445 -0.350580 4.068 2.023 1.371 -0.306
C -0.112597 -0.553079 1.541592 -1.979 -0.157 2.378 -0.329
C -1.128640 0.103464 -1.257217 0.088 -0.336 0.545 0.124
C -0.483707 0.932781 -2.061297 0.555 3.154 -1.960 0.081
C 1.179853 -0.533952 0.807896 0.109 -1.377 -0.417 -0.365
C 1.378646 0.695116 0.059234 0.601 0.504 -0.232 -0.577
O 0.568072 0.738142 -2.827054 -1.663 -0.468 0.247 -0.658
I 1.234898 -2.232292 -0.653419 -0.063 -0.134 0.689 0.157
I 2.873700 -1.002203 2.259995 -0.697 0.291 -0.502 0.118
I 2.543077 0.792912 -1.578804 0.178 0.537 0.869 0.753
I 1.160511 2.385815 1.267382 0.008 0.243 -0.255 0.269
H -2.296995 -0.672022 1.648654 0.942 0.183 0.832 0.222
H -2.655642 -1.054609 -0.472110 -3.404 -1.945 -1.168 0.224
H -0.165292 -0.582065 2.666967 0.935 -0.086 -1.239 0.254
H -0.898706 2.046769 -2.126096 0.583 -2.168 0.473 0.178

no.,electronic energy (eV),strongest force on any atom (hartree/bohr)
1,-79480.632,0.059
2,-46851.825,0.037
3,-37334.623,0.065
4,-41767.022,0.092